1.
Computed, not measured: C7H20ClErIrSi as an isolated structure, with wB97M-V/def2-TZVPD.

Its gap between HOMO and LUMO (spin up / spin down) is 2.47 / 5.71 eV. The strongest force on any atom is 2.79 eV/A. Its energy above the lowest of the compared OMol25 structures with the same formula, charge and spin is 0.0 kcal per mole. Its total charge is -1. The LUMO energy (spin up / spin down) is 2.435 / 1.177 eV. As for the spin multiplicity: 8. Its energy is -2147.5864 hartree.

Each line ends with the Löwdin spin population.
Positions of all 31 atoms, in Å:
Er1 -1.998 -0.584 -0.791  3.667
Cl1 -0.722 -2.760 0.007  0.278
C1 -2.652 -1.702 -2.709  0.043
C2 -3.746 -1.233 0.591  0.039
H1 -3.753 -1.753 -2.617  0.006
H2 -2.405 -1.221 -3.663  0.008
H3 -2.257 -2.728 -2.723  0.004
H4 -4.618 -1.332 -0.081  0.005
H5 -4.024 -0.557 1.410  0.007
H6 -3.529 -2.221 1.028  0.004
Ir1 0.510 -0.810 0.095  1.611
C3 1.203 -0.715 -1.804  0.274
C4 -0.385 1.147 -0.037  0.261
H7 0.401 -0.848 -2.549  0.038
H8 1.760 0.214 -1.994  0.036
H9 1.875 -1.590 -1.855  0.035
H10 -1.236 1.381 0.643  0.058
H11 -0.472 1.659 -1.008  0.063
C5 0.994 2.067 2.472  0.033
Si1 1.294 1.253 0.834  0.161
C6 2.760 2.051 0.007  0.023
C7 2.066 -0.674 1.484  0.225
H12 0.705 3.105 2.292  0.006
H13 1.913 2.049 3.064  0.004
H14 0.205 1.574 3.042  0.006
H15 3.582 2.087 0.744  0.003
H16 3.113 1.528 -0.894  0.002
H17 2.487 3.084 -0.264  0.007
H18 2.489 0.100 2.165  0.021
H19 1.540 -1.397 2.139  0.041
H20 2.897 -1.174 0.970  0.031

Cartesian forces (eV/Å) of the 3 atoms listed first:
Er -2.541 0.955 -0.631
Cl -0.176 -1.302 0.412
C 0.012 -0.215 -0.446



2.
Computed, not measured: C7H20N2Si as an isolated structure, with wB97M-V/def2-TZVPD.

Its gap between HOMO and LUMO is 9.08 eV. The strongest force on any atom is 3.80 eV/A. Its energy above the lowest of the compared OMol25 structures with the same formula, charge and spin is 36.5 kcal per mole. Its total charge is 0. The LUMO energy is 0.837 eV. Its energy is -677.6417 hartree.

Each line ends with the natural charge from an NBO analysis.
Positions of all 30 atoms, in Å:
C1 -2.838 -1.141 -2.008  -0.623
C2 -0.557 1.652 2.293  -0.621
C3 2.198 1.341 -0.534  -0.421
C4 2.471 0.215 1.555  -0.413
C5 0.166 -2.031 0.755  -1.146
C6 -1.336 -1.021 -2.479  -0.229
C7 -1.157 1.044 0.910  -0.928
N1 -0.592 0.168 -1.968  -0.941
N2 1.740 0.258 0.343  -0.917
Si1 0.089 -0.197 0.178  1.946
H1 -3.125 -2.170 -1.860  0.205
H2 -2.859 -0.602 -1.049  0.205
H3 -3.577 -0.639 -2.685  0.209
H4 -1.254 2.372 2.661  0.218
H5 -0.532 0.954 3.166  0.201
H6 0.510 1.898 2.055  0.209
H7 1.749 1.346 -1.558  0.216
H8 1.949 2.373 -0.082  0.178
H9 3.290 1.240 -0.758  0.196
H10 2.057 -0.618 2.210  0.206
H11 3.505 -0.086 1.299  0.180
H12 2.772 1.122 2.013  0.192
H13 1.081 -2.143 1.368  0.240
H14 -0.669 -2.363 1.479  0.245
H15 0.222 -2.544 -0.156  0.243
H16 -0.906 -2.009 -2.191  0.146
H17 -1.159 -1.202 -3.645  0.179
H18 -1.326 1.875 0.207  0.252
H19 -2.119 0.645 1.022  0.229
H20 0.208 0.262 -2.543  0.343

Cartesian forces (eV/Å) of the 3 atoms listed first:
C 0.869 1.719 -0.683
C 0.133 -2.124 -1.137
C 0.068 1.151 -0.446